(1)
Entry from OMol25: a structure of composition C39H27F3N8O2ReS in a non-equilibrium geometry (ωB97M-V/def2-TZVPD).

Properties
**ΔE to the lowest compared entry with this formula, charge and spin**: 16.5 kcal/mol
**Multiplicity**: 2
**Total charge**: +2
**LUMO (alpha / beta)**: -8.17 / -8.17 eV
**Frontier orbital gap (alpha / beta)**: 5.248 / 5.409 eV
**HOMO energy (alpha / beta)**: -13.415 / -13.582 eV

Geometry as XYZ:
```
81
Properties=species:S:1:pos:R:3:forces:R:3:lowdin_spin:R:1
Re -0.1255 -0.2248 0.1504 -2.423 -1.122 0.119 0.603
C 0.1114 -0.0894 4.5603 0.082 0.022 -0.177 0.002
C -0.4069 -0.1943 3.2749 -0.278 0.041 -0.062 0.002
N 0.3939 -0.1701 2.2105 0.854 0.068 0.032 0.010
C 1.7336 -0.0544 2.4232 -0.300 -0.063 0.875 -0.002
C 2.2128 0.0298 3.7375 0.082 -0.036 -0.959 0.000
N 1.4090 0.0191 4.7763 -0.153 0.007 0.573 -0.001
C 2.5743 -0.0393 1.2243 0.489 -0.024 -0.300 0.003
C 3.9540 0.0802 1.2130 -0.682 -0.093 -0.096 -0.002
C 4.6344 0.0799 -0.0079 -0.226 -0.032 -0.141 0.002
C 3.8950 0.0268 -1.1916 -0.391 -0.027 0.271 0.000
C 2.5148 -0.0967 -1.1263 0.211 -0.065 0.140 0.005
N 1.8786 -0.1700 0.0676 1.492 0.710 -0.373 0.009
C 1.6092 -0.1812 -2.2768 -0.186 -0.076 -0.660 -0.001
C 2.0160 -0.2043 -3.6159 0.086 0.028 0.879 0.000
N 1.1516 -0.3183 -4.6002 -0.093 -0.020 -0.587 -0.001
C -0.1308 -0.4140 -4.3065 0.018 0.014 0.318 0.002
C -0.5811 -0.3849 -2.9852 -0.232 -0.116 -0.104 0.004
N 0.2836 -0.2630 -1.9832 0.579 0.146 0.617 0.010
C 6.0957 0.1132 -0.0225 0.514 -0.005 0.020 0.000
C 6.8084 -0.6148 0.9319 -0.090 0.126 -0.096 0.001
C 8.1930 -0.5712 0.8938 -0.609 -0.115 0.175 0.000
N 8.8297 0.1374 -0.0077 1.511 0.024 -0.007 0.000
C 8.1875 0.8291 -0.9190 -0.625 0.110 -0.156 0.000
C 6.8012 0.8468 -0.9745 -0.084 -0.094 0.086 0.001
H -0.5258 -0.0909 5.4310 -0.203 -0.037 0.001 0.000
H -1.4677 -0.2982 3.1000 -0.075 -0.002 -0.054 0.000
H 3.2680 0.1070 3.9596 0.093 0.016 -0.144 0.000
H 4.5062 0.1888 2.1318 0.024 -0.022 0.081 0.000
H 4.3972 0.0520 -2.1446 0.052 -0.022 -0.076 0.000
H 3.0571 -0.1366 -3.9051 0.051 0.004 0.139 0.000
H -0.8107 -0.5156 -5.1389 -0.204 -0.006 0.044 0.000
H -1.6273 -0.4788 -2.7294 -0.055 -0.005 0.021 0.001
H 6.3004 -1.2230 1.6625 -0.062 -0.104 0.124 0.000
H 8.7967 -1.1137 1.6089 -0.002 -0.068 0.038 0.000
H 8.7907 1.3874 -1.6213 -0.012 0.066 -0.077 0.000
H 6.2908 1.4414 -1.7141 -0.078 0.111 -0.134 0.000
C -5.4139 -1.6390 5.4463 -0.016 -0.023 0.097 0.000
C -4.9879 -1.3306 4.0490 -0.007 0.111 -0.157 -0.002
C -5.6603 -0.3754 3.2894 0.124 -0.072 -0.030 0.000
C -5.2354 -0.0588 2.0087 -0.124 0.091 -0.062 -0.001
C -4.1418 -0.7180 1.4834 0.100 0.251 -0.690 -0.001
C -3.4607 -1.6828 2.2055 0.042 -0.248 0.139 -0.001
C -3.8893 -1.9859 3.4868 0.083 0.118 -0.257 0.000
S -3.5349 -0.2790 -0.1268 0.408 -0.311 -0.239 0.003
O -4.3200 0.7378 -0.7502 -0.227 -0.103 0.345 0.008
O -3.0979 -1.4135 -0.8854 -0.351 -0.133 0.334 0.001
N -2.0458 0.4201 0.3015 1.256 -1.974 -0.587 0.016
C -1.8507 1.7546 0.4247 -0.083 2.656 0.549 0.003
C -2.7950 2.7602 0.6500 0.360 -0.482 -0.112 -0.002
C -2.3389 4.0637 0.7242 0.453 -0.044 -0.053 -0.001
C -0.9803 4.3325 0.5734 -0.138 -0.240 -0.013 0.000
C -0.1058 3.2755 0.3717 0.204 0.430 0.075 -0.003
N -0.5236 2.0199 0.3117 -0.665 -0.686 -0.033 0.001
H -6.4029 -1.2391 5.6511 -0.046 -0.029 0.062 0.000
H -4.7151 -1.1939 6.1564 -0.010 0.013 0.047 0.000
H -5.4175 -2.7125 5.6248 -0.047 -0.041 0.028 0.000
H -6.5259 0.1210 3.7018 -0.061 0.054 0.031 0.000
H -5.7465 0.6760 1.4084 -0.158 0.121 -0.034 0.000
H -2.6198 -2.1850 1.7481 0.094 -0.185 0.021 0.000
H -3.3763 -2.7453 4.0578 0.061 -0.102 0.061 0.000
H -3.8381 2.5064 0.7303 -0.070 0.076 0.013 0.000
H -3.0333 4.8697 0.8919 -0.117 0.116 0.019 0.000
H -0.6044 5.3398 0.6055 0.067 0.135 0.013 0.000
H 0.9571 3.4442 0.2463 -0.010 -0.003 0.037 0.000
F 0.9093 -9.2729 -2.3982 0.109 0.197 -0.164 0.000
C 0.2701 -9.0019 -1.2600 0.008 -0.367 0.014 0.005
F -0.9652 -9.5066 -1.3663 -0.178 0.115 0.034 0.003
F 0.8882 -9.6836 -0.2864 0.060 0.130 0.185 0.003
C 0.2223 -7.5227 -0.9527 0.005 0.229 -0.013 0.048
C -0.4113 -7.1047 0.2163 0.030 -0.103 -0.130 -0.007
C -0.5058 -5.7612 0.5041 0.109 0.052 -0.060 0.036
C 0.0356 -4.8142 -0.3816 0.117 -0.458 -0.159 0.017
C 0.6867 -5.2515 -1.5498 -0.173 0.083 0.159 0.040
C 0.7791 -6.5966 -1.8288 -0.020 -0.279 0.052 -0.005
C -0.0560 -3.4413 -0.1187 -0.001 -0.226 0.058 0.136
C -0.1200 -2.2303 0.0689 -0.199 1.799 0.046 0.054
H -0.8254 -7.8423 0.8850 -0.084 -0.059 0.100 -0.001
H -0.9985 -5.4184 1.4002 -0.048 -0.018 0.095 0.001
H 1.1087 -4.5220 -2.2229 0.027 0.066 -0.079 0.001
H 1.2745 -6.9431 -2.7213 0.041 0.001 -0.100 -0.001
```
Positions in Å, forces in eV/Å.


(2)
Entry from OMol25: a structure of composition C39H27F3N8O2ReS (ωB97M-V/def2-TZVPD).

Properties
**ΔE to the lowest compared entry with this formula, charge and spin**: 49.7 kcal/mol
**Multiplicity**: 2
**Total charge**: +2
**LUMO (alpha / beta)**: -7.00 / -7.07 eV
**Frontier orbital gap (alpha / beta)**: 6.003 / 5.423 eV
**HOMO energy (alpha / beta)**: -13.001 / -12.494 eV

Geometry as XYZ:
```
81
Properties=species:S:1:pos:R:3:forces:R:3:lowdin_spin:R:1
Re -1.0624 -0.6157 0.4835 -0.003 -0.823 -0.301 0.930
C -5.1567 -2.0736 -0.0640 0.020 0.105 0.013 0.000
C -4.1138 -1.2070 0.1944 -0.053 -0.021 0.056 -0.005
N -2.8595 -1.5223 -0.1620 0.269 0.022 0.041 0.004
C -2.6662 -2.6813 -0.8268 -0.061 -0.086 -0.030 -0.005
C -3.7404 -3.5521 -1.0251 0.017 0.069 -0.064 0.004
N -4.9679 -3.2597 -0.6439 -0.007 -0.036 -0.019 -0.010
C -1.3122 -2.8889 -1.3332 -0.115 0.038 -0.138 0.005
C -0.9193 -3.9764 -2.0865 0.036 -0.011 0.140 -0.002
C 0.3846 -4.0452 -2.5649 0.043 0.049 -0.009 0.005
C 1.2009 -2.9358 -2.3633 -0.052 -0.070 0.057 -0.002
C 0.7359 -1.8128 -1.6863 0.113 -0.039 0.140 0.008
N -0.4762 -1.8463 -1.0663 0.004 0.253 0.131 0.000
C 1.4538 -0.5268 -1.8498 -0.022 0.025 -0.043 -0.006
C 2.3166 -0.3757 -2.9513 -0.035 0.050 -0.024 0.002
N 2.8000 0.7709 -3.3752 0.016 -0.069 -0.065 -0.007
C 2.3910 1.8734 -2.7511 -0.089 0.088 0.140 -0.002
C 1.6079 1.8074 -1.6280 0.064 -0.025 -0.127 -0.007
N 1.2172 0.6065 -1.1300 0.110 -0.152 0.084 -0.003
C 0.8686 -5.2170 -3.3236 0.079 -0.046 0.010 0.001
C 2.1807 -5.6619 -3.1899 -0.079 -0.011 -0.001 0.001
C 2.5881 -6.7601 -3.9330 0.039 0.029 0.038 0.000
N 1.7931 -7.4082 -4.7760 0.027 -0.046 -0.024 0.001
C 0.5433 -6.9799 -4.9018 -0.062 0.018 -0.006 0.000
C 0.0310 -5.8976 -4.2001 0.030 -0.001 0.010 0.001
H -6.1681 -1.8143 0.2209 -0.002 -0.011 0.015 0.000
H -4.2581 -0.2681 0.7123 -0.007 -0.009 0.008 0.001
H -3.5943 -4.5142 -1.4995 -0.004 0.003 -0.035 0.000
H -1.5992 -4.7981 -2.2571 -0.025 0.012 -0.028 0.000
H 2.1978 -2.9589 -2.7736 0.004 0.023 -0.015 0.000
H 2.5951 -1.2405 -3.5337 -0.040 -0.004 -0.027 0.000
H 2.7095 2.8305 -3.1419 0.019 -0.005 0.002 0.000
H 1.2926 2.6764 -1.0749 0.003 0.014 -0.004 0.000
H 2.8697 -5.1968 -2.4969 0.012 0.019 0.002 0.000
H 3.6006 -7.1349 -3.8412 0.001 -0.007 -0.001 0.000
H -0.0830 -7.5219 -5.6002 -0.002 -0.001 -0.004 0.000
H -0.9908 -5.5849 -4.3710 -0.008 0.015 -0.001 0.000
C -2.5321 6.9642 0.5241 0.007 0.027 -0.018 0.000
C -2.1231 5.6315 1.0721 -0.001 -0.043 0.011 0.000
C -2.0340 4.5088 0.2452 0.005 -0.009 0.022 0.000
C -1.6807 3.2714 0.7509 -0.081 -0.045 -0.050 0.005
C -1.4075 3.1610 2.1111 0.106 -0.058 0.005 0.001
C -1.4824 4.2604 2.9621 0.064 0.025 0.013 0.000
C -1.8444 5.4846 2.4315 0.005 -0.006 -0.012 0.000
S -0.8906 1.6634 2.8311 0.125 0.013 -0.046 0.010
O 0.6316 1.5026 2.3881 -0.090 0.213 0.069 0.005
O -0.8678 1.7232 4.2474 -0.100 0.016 0.001 0.001
N -1.6725 0.4763 2.1893 -0.351 0.437 -0.071 0.028
C -2.1836 -0.6177 2.9058 0.395 -0.478 0.092 0.004
C -2.9923 -0.6717 4.0188 0.024 0.029 0.063 0.001
C -3.4466 -1.9269 4.4038 0.037 -0.034 -0.076 -0.002
C -3.0980 -3.0514 3.6632 0.045 0.073 0.085 0.001
C -2.2830 -2.9014 2.5586 0.286 -0.254 -0.001 -0.001
N -1.8038 -1.7078 2.2027 -0.622 0.482 0.014 0.005
H -2.6003 6.9494 -0.5613 0.000 0.001 -0.004 0.000
H -1.8220 7.7375 0.8172 0.001 0.003 0.004 0.000
H -3.5059 7.2530 0.9223 -0.006 0.000 0.004 0.000
H -2.2588 4.6074 -0.8089 -0.011 -0.002 -0.006 0.000
H -1.6441 2.4042 0.1039 0.005 0.002 0.009 0.007
H -1.2651 4.1546 4.0158 -0.003 -0.008 0.013 0.000
H -1.9148 6.3434 3.0866 -0.004 0.002 0.005 0.000
H -3.2682 0.2274 4.5497 0.023 0.009 0.013 0.000
H -4.0843 -2.0250 5.2717 -0.005 0.008 0.001 0.000
H -3.4491 -4.0346 3.9384 -0.007 -0.006 0.011 0.000
H -1.9705 -3.7500 1.9627 -0.055 0.019 -0.048 0.000
F 6.3037 5.1702 1.3030 0.000 -0.031 -0.003 0.000
C 6.3534 3.8709 0.9968 0.018 0.004 -0.015 0.000
F 6.8896 3.7553 -0.2296 -0.016 0.002 0.037 0.000
F 7.1859 3.2709 1.8577 -0.018 0.018 -0.024 0.000
C 4.9865 3.2273 1.0375 0.038 -0.007 -0.003 0.000
C 4.8792 1.8898 0.6744 -0.027 0.004 -0.004 0.000
C 3.6431 1.2713 0.7016 -0.009 0.055 0.000 0.000
C 2.5153 1.9932 1.0917 0.057 -0.110 0.104 0.001
C 2.6348 3.3238 1.4809 0.018 -0.029 -0.022 0.001
C 3.8736 3.9446 1.4448 -0.006 0.012 0.001 0.000
C 1.1818 1.3553 1.1103 0.083 -0.367 -0.096 0.012
C 0.5833 0.5846 0.1687 -0.182 0.685 -0.028 0.007
H 5.7626 1.3365 0.3846 0.009 -0.003 -0.002 0.000
H 3.5546 0.2233 0.4427 0.006 -0.016 0.012 0.000
H 1.7612 3.8776 1.8031 -0.003 0.000 0.022 0.000
H 3.9757 4.9795 1.7387 0.001 0.006 -0.003 0.000
```
Positions in Å, forces in eV/Å.